Below is a 14-piece molecular cluster, C21H14Cl52N3O overall, with properties calculated with wB97M-V/def2-TZVPD.

Output
M	2167.9	g mol⁻¹
E_LUMO	-4.30	eV
charge	+1
Kohn-Sham gap	0.28785	Eh
calculated total energy	-679674.6506	eV
HOMO energy	-12.13	eV
maximum force	3.53	eV Å⁻¹

Cartesian coordinates (Å):
C  3.168  -0.538  -1.664
C  2.526  0.835  -1.585
O  1.154  0.700  -1.108
N  0.519  1.877  -1.324
N  0.569  2.756  -0.352
C  -0.074  3.865  -0.569
C  -0.777  4.243  -1.724
C  -0.807  3.294  -2.726
C  -0.142  2.104  -2.445
C  -0.175  0.986  -3.485
C  -1.209  -0.077  -2.997
N  -2.499  0.477  -2.597
H  4.253  -0.443  -1.597
H  2.952  -1.027  -2.622
H  2.768  -1.152  -0.852
H  3.075  1.532  -0.944
H  2.528  1.260  -2.596
H  -0.058  4.581  0.251
H  -1.287  5.191  -1.832
H  -1.324  3.480  -3.657
H  -0.469  1.429  -4.439
H  0.805  0.528  -3.619
H  -0.770  -0.557  -2.118
H  -1.337  -0.836  -3.775
H  -2.639  0.489  -1.598
H  -2.712  1.368  -3.020
C  -0.586  1.365  3.318
Cl  0.850  1.863  4.208
Cl  -0.153  1.059  1.625
Cl  -1.245  -0.109  4.035
Cl  -1.802  2.649  3.384
C  -4.188  7.078  -2.959
Cl  -5.620  7.038  -1.934
Cl  -4.010  5.519  -3.789
Cl  -4.341  8.366  -4.149
Cl  -2.753  7.369  -1.956
C  -5.006  -1.523  0.478
Cl  -6.275  -0.337  0.808
Cl  -5.144  -2.862  1.613
Cl  -5.168  -2.112  -1.178
Cl  -3.416  -0.763  0.674
C  4.221  -3.979  0.909
Cl  4.214  -5.378  1.981
Cl  3.754  -4.481  -0.724
Cl  3.065  -2.777  1.510
Cl  5.839  -3.269  0.865
C  1.978  1.021  8.271
Cl  0.642  0.353  7.324
Cl  1.365  2.312  9.305
Cl  2.690  -0.251  9.266
Cl  3.208  1.671  7.175
C  2.119  -7.248  5.429
Cl  3.528  -7.280  4.358
Cl  0.937  -6.089  4.804
Cl  1.393  -8.856  5.492
Cl  2.624  -6.762  7.049
C  2.783  -0.827  -6.017
Cl  1.917  -2.194  -5.301
Cl  3.998  -0.241  -4.875
Cl  3.572  -1.343  -7.505
Cl  1.646  0.486  -6.366
C  -6.759  -2.742  5.635
Cl  -5.961  -4.318  5.534
Cl  -6.892  -2.051  4.013
Cl  -8.370  -2.940  6.330
Cl  -5.803  -1.662  6.658
C  -0.871  -4.803  -3.440
Cl  -1.825  -3.868  -2.282
Cl  -1.265  -6.513  -3.274
Cl  -1.240  -4.269  -5.085
Cl  0.854  -4.561  -3.116
C  -2.893  3.284  10.343
Cl  -1.737  2.185  9.580
Cl  -2.059  4.256  11.560
Cl  -3.591  4.349  9.115
Cl  -4.180  2.351  11.113
C  4.884  3.992  -4.671
Cl  5.187  2.551  -5.643
Cl  4.543  5.363  -5.730
Cl  3.476  3.699  -3.621
Cl  6.289  4.351  -3.672
C  -2.315  -10.200  -5.549
Cl  -0.928  -10.216  -6.643
Cl  -3.510  -9.033  -6.128
Cl  -3.039  -11.808  -5.489
Cl  -1.779  -9.735  -3.928
C  5.023  7.304  -0.749
Cl  4.975  5.872  0.292
Cl  4.587  6.840  -2.398
Cl  3.875  8.507  -0.149
Cl  6.650  7.984  -0.740

Atom-resolved charges from Löwdin, all expressed in e:
1. C -0.070
2. C -0.204
3. O -0.058
4. N -0.093
5. N 0.105
6. C -0.063
7. C 0.043
8. C 0.046
9. C -0.146
10. C -0.100
11. C -0.234
12. N 0.031
13. H 0.095
14. H 0.017
15. H 0.047
16. H 0.130
17. H 0.056
18. H 0.139
19. H 0.056
20. H 0.130
21. H 0.107
22. H 0.075
23. H 0.107
24. H 0.105
25. H 0.013
26. H 0.063
27. C -2.023
28. Cl 0.524
29. Cl 0.576
30. Cl 0.532
31. Cl 0.532
32. C -2.045
33. Cl 0.550
34. Cl 0.508
35. Cl 0.556
36. Cl 0.530
37. C -2.035
38. Cl 0.533
39. Cl 0.513
40. Cl 0.532
41. Cl 0.505
42. C -2.042
43. Cl 0.508
44. Cl 0.510
45. Cl 0.523
46. Cl 0.531
47. C -2.041
48. Cl 0.488
49. Cl 0.505
50. Cl 0.541
51. Cl 0.514
52. C -2.050
53. Cl 0.487
54. Cl 0.514
55. Cl 0.533
56. Cl 0.531
57. C -2.013
58. Cl 0.518
59. Cl 0.537
60. Cl 0.570
61. Cl 0.554
62. C -2.049
63. Cl 0.522
64. Cl 0.476
65. Cl 0.534
66. Cl 0.521
67. C -2.041
68. Cl 0.520
69. Cl 0.523
70. Cl 0.524
71. Cl 0.487
72. C -2.051
73. Cl 0.478
74. Cl 0.528
75. Cl 0.517
76. Cl 0.527
77. C -2.035
78. Cl 0.516
79. Cl 0.545
80. Cl 0.495
81. Cl 0.531
82. C -2.055
83. Cl 0.525
84. Cl 0.519
85. Cl 0.533
86. Cl 0.492
87. C -2.049
88. Cl 0.511
89. Cl 0.479
90. Cl 0.528
91. Cl 0.545